Record 1
Entry from OMol25: the molecule C4H5NO3 in a non-equilibrium geometry (ωB97M-V/def2-TZVPD).

XYZ file:
```
13
Properties=species:S:1:pos:R:3:lowdin_charge:R:1
O -2.863 -0.383 -0.168 0.126
C -1.684 -0.234 -0.022 -0.528
N -1.220 1.050 0.328 0.095
O 0.064 1.548 0.026 -0.022
C 0.666 0.408 -0.449 -0.314
C 1.861 -0.459 -0.076 0.062
C 0.412 -0.727 0.430 -0.221
O -0.824 -1.317 0.003 0.075
H -1.915 1.713 -0.068 0.173
H 0.390 0.211 -1.463 0.160
H 2.294 -1.041 -0.874 0.100
H 2.494 -0.276 0.841 0.130
H 0.326 -0.494 1.494 0.161
```

Summary:
structure (SMILES) = O=C1NO[C@H]2C[C@@H]2O1
frontier orbital gap = 10.671 eV
charge = 0
energy above the lowest of the compared OMol25 structures with the same formula, charge and spin = 114.35 kcal/mol
multiplicity = 1
E_HOMO = -9.834 eV

Record 2
Entry from OMol25: the molecule C4H5NO3 in a non-equilibrium geometry (ωB97M-V/def2-TZVPD).

XYZ file:
```
13
Properties=species:S:1:pos:R:3:lowdin_charge:R:1
N 1.386 1.644 0.114 0.103
C 0.388 0.661 0.089 -0.288
C -0.884 0.856 0.051 0.021
C -1.895 -0.286 -0.156 -0.182
O -3.122 -0.066 -0.144 0.005
C 0.989 -0.693 0.052 -0.491
O 0.463 -1.596 0.623 0.145
O 2.169 -0.758 -0.565 0.173
H 1.024 2.580 0.270 0.107
H 2.034 1.430 0.870 0.116
H -1.266 1.843 -0.048 0.115
H -1.556 -1.282 -0.522 0.125
H 2.386 0.055 -0.900 0.052
```

Summary:
structure (SMILES) = N/C(=C/C=O)C(=O)O
frontier orbital gap = 9.884 eV
charge = 0
energy above the lowest of the compared OMol25 structures with the same formula, charge and spin = 30.85 kcal/mol
multiplicity = 1
E_HOMO = -9.837 eV

Record 3
Entry from OMol25: a cluster of 2 separate species, C4H5NO7P2 in total in a non-equilibrium geometry (ωB97M-V/def2-TZVPD).

XYZ file:
```
19
Properties=species:S:1:pos:R:3:lowdin_charge:R:1
C -0.912 1.169 -1.570 -0.214
C -0.097 2.154 -2.001 -0.286
C -0.849 0.814 -0.188 -0.080
C 0.420 1.183 0.367 -0.438
N 1.043 2.246 0.057 0.106
O 1.461 1.296 2.928 -0.400
O -0.427 -0.266 2.419 -0.198
O 1.999 -0.846 1.672 -0.312
O 0.453 2.985 -1.136 -0.156
O 0.984 -2.381 0.031 -0.308
O -1.162 -2.671 -1.185 -0.257
O -1.245 -2.480 1.328 -0.394
P -0.554 -1.832 0.156 0.561
P 1.027 0.273 1.891 0.318
H -1.528 0.572 -2.334 0.100
H -0.014 2.547 -3.119 0.123
H 1.314 -1.580 0.696 -0.041
H -1.092 -2.216 -2.004 -0.009
H -0.820 -0.969 1.994 -0.114
```

Summary:
frontier orbital gap (alpha / beta) = 5.868 / 5.867 eV
charge = -2
energy above the lowest of the compared OMol25 structures with the same formula, charge and spin = 151.37 kcal/mol
multiplicity = 1
E_HOMO (alpha / beta) = -0.179 / -0.178 eV

Record 4
Entry from OMol25: a structure of composition C4H5NOS in a non-equilibrium geometry (ωB97M-V/def2-TZVPD).

XYZ file:
```
12
Properties=species:S:1:pos:R:3:lowdin_charge:R:1
C 2.146 0.597 -1.273 0.058
C 2.478 0.146 0.881 -0.220
C 0.605 0.846 0.048 -0.567
C -1.895 -0.127 -0.138 -0.373
N 1.233 0.555 1.120 0.032
O 2.962 0.297 -0.363 -0.021
S -0.934 1.440 -0.431 0.806
H 2.133 0.646 -2.287 0.048
H 3.127 -0.370 1.633 0.140
H -1.201 -0.939 -0.228 0.019
H -2.894 -0.276 -0.667 0.057
H -2.350 0.129 0.840 0.022
```

Summary:
frontier orbital gap (alpha / beta) = 8.059 / 8.063 eV
charge = 0
energy above the lowest of the compared OMol25 structures with the same formula, charge and spin = 127.67 kcal/mol
multiplicity = 1
E_HOMO (alpha / beta) = -7.618 / -7.618 eV

Record 5
Entry from OMol25: the molecule C4H5NOS in a non-equilibrium geometry (ωB97M-V/def2-TZVPD).

XYZ file:
```
12
Properties=species:S:1:pos:R:3:lowdin_charge:R:1
O 1.149 -1.890 0.235 0.032
C 0.536 -0.725 -0.140 -0.361
C 0.837 0.014 -1.246 -0.056
N -0.006 1.104 -1.230 -0.004
C -0.832 1.060 -0.165 -0.146
C -0.521 -0.069 0.562 -0.587
S -1.297 -0.683 2.026 0.778
H 0.665 -2.227 1.001 0.070
H 1.577 -0.137 -2.028 0.124
H -0.032 1.841 -1.942 0.162
H -1.590 1.836 0.002 0.127
H -0.485 -0.123 2.924 -0.138
```

Summary:
structure (SMILES) = Oc1c[nH]cc1S
frontier orbital gap = 9.041 eV
charge = 0
energy above the lowest of the compared OMol25 structures with the same formula, charge and spin = 10.22 kcal/mol
multiplicity = 1
E_HOMO = -8.225 eV

Record 6
Entry from OMol25: the molecule C4H5NOS in a non-equilibrium geometry (ωB97M-V/def2-TZVPD).

XYZ file:
```
12
Properties=species:S:1:pos:R:3:lowdin_charge:R:1
O 1.488 1.827 0.577 -0.019
C 1.410 1.084 -0.575 -0.135
C 0.880 -0.143 -0.551 -0.127
C 0.253 -0.533 0.616 -0.125
C -0.954 -1.016 0.466 -0.077
N -2.076 -1.110 -0.184 -0.522
S -3.312 0.003 -0.304 0.434
H 1.168 1.381 1.437 0.129
H 1.901 1.658 -1.306 0.113
H 0.677 -0.591 -1.476 0.105
H 0.757 -0.458 1.587 0.128
H -2.192 -2.102 -0.286 0.097
```

Summary:
structure (SMILES) = O/C=C\C=C=[NH+][S-]
frontier orbital gap (alpha / beta) = 7.746 / 7.749 eV
charge = 0
energy above the lowest of the compared OMol25 structures with the same formula, charge and spin = 105.18 kcal/mol
multiplicity = 1
E_HOMO (alpha / beta) = -8.006 / -8.008 eV

Record 7
Entry from OMol25: the molecule C4H5NOS in a non-equilibrium geometry (ωB97M-V/def2-TZVPD).

XYZ file:
```
12
Properties=species:S:1:pos:R:3:lowdin_charge:R:1
O -1.999 -1.783 -0.030 -0.061
C -1.503 -0.429 -0.073 -0.186
C -0.006 -0.131 -0.044 -0.380
C 0.589 1.167 -0.028 -0.127
C 1.950 1.069 0.037 -0.391
S 2.421 -0.572 0.066 0.984
N 0.894 -1.074 -0.006 -0.317
H -1.286 -2.342 0.299 0.071
H -1.939 0.133 0.771 0.122
H -1.905 0.028 -0.989 0.124
H 0.079 2.110 -0.064 0.104
H 2.705 1.824 0.061 0.057
```

Summary:
structure (SMILES) = OCc1ccsn1
frontier orbital gap = 10.312 eV
charge = 0
energy above the lowest of the compared OMol25 structures with the same formula, charge and spin = 16.40 kcal/mol
multiplicity = 1
E_HOMO = -9.502 eV

Record 8
Entry from OMol25: the molecule C4H5NOS in a non-equilibrium geometry (ωB97M-V/def2-TZVPD).

XYZ file:
```
12
Properties=species:S:1:pos:R:3:lowdin_charge:R:1
C 1.930 0.366 1.092 0.008
C 1.672 0.307 -0.217 -0.198
C 0.964 -0.810 -0.886 -0.244
N -0.163 -1.342 -0.595 -0.306
S -1.183 -0.663 0.548 0.895
C -1.290 1.071 0.081 -0.562
O -0.650 1.530 -0.810 -0.019
H 1.613 -0.426 1.838 0.087
H 2.497 1.163 1.505 0.045
H 2.016 1.081 -0.900 0.106
H 1.481 -1.204 -1.761 0.112
H -1.992 1.545 0.776 0.075
```

Summary:
structure (SMILES) = C=C/C=N\SC=O
frontier orbital gap = 9.089 eV
charge = 0
energy above the lowest of the compared OMol25 structures with the same formula, charge and spin = 50.21 kcal/mol
multiplicity = 1
E_HOMO = -8.880 eV

Record 9
Entry from OMol25: the molecule C4H5NOS2 in a non-equilibrium geometry (ωB97M-V/def2-TZVPD).

XYZ file:
```
13
Properties=species:S:1:pos:R:3:lowdin_charge:R:1
C 0.003 -1.142 -0.413 0.022
C 0.911 1.627 0.516 -1.374
C 0.440 -2.194 -1.066 0.031
C -0.865 -0.005 -0.092 -0.387
N -0.195 1.304 -0.114 -0.041
O -1.377 -0.121 1.252 -0.057
S 1.406 3.251 0.560 0.584
S 1.762 0.539 1.500 0.742
H 1.456 -2.328 -1.176 0.036
H -0.182 -2.982 -1.406 0.057
H -1.898 -0.108 -0.660 0.198
H -0.603 1.870 -0.845 0.139
H -0.857 0.289 1.942 0.050
```

Summary:
frontier orbital gap (alpha / beta) = 5.565 / 8.480 eV
charge = 0
energy above the lowest of the compared OMol25 structures with the same formula, charge and spin = 109.24 kcal/mol
multiplicity = 1
E_HOMO (alpha / beta) = -8.063 / -8.854 eV

Record 10
Entry from OMol25: the molecule C4H5NOS2 in a non-equilibrium geometry (ωB97M-V/def2-TZVPD).

XYZ file:
```
13
Properties=species:S:1:pos:R:3:lowdin_charge:R:1
O 1.613 1.457 0.455 0.007
C 0.435 1.528 -0.096 -0.878
S 0.187 2.675 -1.268 0.713
C -0.587 0.604 0.417 -0.335
N -0.207 -0.509 1.206 0.023
C -0.919 -0.770 -0.068 -0.276
C -0.104 -1.573 -1.115 -0.566
S 1.463 -1.666 -0.940 0.786
H 1.392 1.195 1.360 0.123
H -1.501 1.119 0.738 0.149
H 0.774 -0.736 1.136 0.026
H -1.985 -1.216 0.142 0.168
H -0.560 -2.110 -1.969 0.059
```

Summary:
structure (SMILES) = OC(=S)[C@@H]1N[C@@H]1C=S
frontier orbital gap = 8.060 eV
charge = 0
energy above the lowest of the compared OMol25 structures with the same formula, charge and spin = 66.83 kcal/mol
multiplicity = 1
E_HOMO = -8.855 eV

Record 11
Entry from OMol25: a structure of composition C4H5NOS2 in a non-equilibrium geometry (ωB97M-V/def2-TZVPD).

XYZ file:
```
13
Properties=species:S:1:pos:R:3:lowdin_charge:R:1
C 0.917 -0.552 0.035 -0.827
C 0.548 -1.808 -0.047 -0.184
C -1.360 -0.606 -0.056 -0.346
C -0.281 0.260 -0.071 -0.660
H 3.026 -0.208 1.655 0.080
H 1.091 -2.834 -0.362 0.181
H -1.315 -2.722 -0.107 0.134
H -3.088 0.414 -0.064 0.042
H -1.338 2.169 -1.447 0.043
N -0.798 -1.899 -0.006 0.093
O -2.680 -0.355 0.168 0.093
S 2.415 0.219 -0.084 0.674
S -0.558 2.002 0.075 0.676
```

Summary:
frontier orbital gap = 7.787 eV
charge = 0
energy above the lowest of the compared OMol25 structures with the same formula, charge and spin = 96.29 kcal/mol
multiplicity = 1
E_HOMO = -8.124 eV

Record 12
Entry from OMol25: the molecule C4H5NOS2 in a non-equilibrium geometry (ωB97M-V/def2-TZVPD).

XYZ file:
```
13
Properties=species:S:1:pos:R:3:lowdin_charge:R:1
C 2.330 1.458 -0.181 0.048
C 1.968 0.197 0.075 -0.252
O 0.621 -0.096 0.012 -0.168
C 0.236 -1.410 -0.084 -1.160
S 1.356 -2.643 -0.053 0.656
S -1.441 -1.605 -0.176 0.960
N -2.047 0.023 -0.238 -0.310
C -3.241 0.172 0.133 -0.156
H 3.360 1.770 0.119 0.077
H 1.664 2.066 -0.776 0.065
H 2.639 -0.527 0.544 0.073
H -3.589 1.251 0.084 0.096
H -3.856 -0.657 0.542 0.071
```

Summary:
structure (SMILES) = C=COC(=S)SN=C
frontier orbital gap = 9.009 eV
charge = 0
energy above the lowest of the compared OMol25 structures with the same formula, charge and spin = 61.84 kcal/mol
multiplicity = 1
E_HOMO = -9.049 eV

- What is the formula in the seventh record?
  C4H5NOS